{
  "formula": "C18H56BaF6NO14",
  "method": "ωB97M-V with the def2-TZVPD basis set",
  "homo_ev": -11.166,
  "homo_lumo_gap_ev": 6.34,
  "total_energy_ha": -2451.80640,
  "de_lowest_kcal_mol": 44.8,
  "total_charge": 1,
  "multiplicity": 1,
  "elements": ["N", "H", "H", "H", "H", "Ba", "C", "O", "O", "C", "F", "F", "F", "C", "C", "H", "H", "H", "H", "H", "H", "C", "O", "O", "C", "F", "F", "F", "C", "C", "H", "H", "H", "H", "H", "H", "C", "O", "H", "H", "H", "H", "C", "O", "H", "H", "H", "H", "C", "O", "H", "H", "H", "H", "C", "O", "H", "H", "H", "H", "C", "O", "H", "H", "H", "H", "C", "O", "H", "H", "H", "H", "C", "O", "H", "H", "H", "H", "C", "O", "H", "H", "H", "H", "C", "O", "H", "H", "H", "H", "C", "O", "H", "H", "H", "H"],
  "coordinates": [[-30.947515, 34.117016, 21.594549], [-30.549243, 34.611485, 20.789888], [-30.593582, 33.138751, 21.624412], [-31.961056, 34.107781, 21.458446], [-30.672828, 34.621600, 22.435293], [-28.834914, 34.634440, 25.751107], [-28.832820, 30.908829, 24.638987], [-27.515255, 30.704120, 24.167163], [-28.769218, 31.888284, 25.556538], [-29.805583, 31.160162, 23.486834], [-29.389661, 32.132870, 22.580145], [-29.982396, 30.066872, 22.732152], [-31.035715, 31.599577, 23.868523], [-27.167049, 29.442397, 23.614613], [-25.762928, 29.411721, 23.057308], [-25.434259, 28.410957, 22.777682], [-25.696092, 29.891095, 22.075404], [-25.019543, 29.935097, 23.658277], [-27.851478, 29.172063, 22.808848], [-27.279086, 28.648323, 24.363281], [-29.173232, 29.963394, 25.096229], [-26.135587, 34.166768, 23.164902], [-25.036668, 35.101998, 23.302722], [-27.248516, 34.851939, 23.528363], [-26.065517, 33.688375, 21.709448], [-25.695577, 34.635632, 20.856187], [-25.231992, 32.646393, 21.613890], [-27.276653, 33.245434, 21.244846], [-23.760337, 34.557207, 23.603066], [-22.709840, 35.535866, 23.129581], [-21.699490, 35.165829, 23.317629], [-22.779323, 35.706739, 22.051513], [-22.740747, 36.543233, 23.548732], [-23.576231, 33.578041, 23.157796], [-23.619252, 34.419003, 24.682420], [-25.875817, 33.434503, 23.942693], [-22.152459, 27.746508, 21.264451], [-21.870197, 26.350666, 21.194110], [-21.344685, 28.160380, 21.864104], [-22.316559, 28.312052, 20.346449], [-23.099453, 27.798259, 21.812401], [-21.892240, 25.972279, 20.313582], [-25.811386, 31.017547, 27.278969], [-25.568839, 31.561658, 25.997254], [-24.868553, 30.944330, 27.816381], [-26.427911, 31.714667, 27.861997], [-26.319490, 30.055561, 27.196061], [-26.289845, 31.460839, 25.353188], [-22.311647, 32.214801, 27.282061], [-22.633732, 31.851499, 25.945962], [-21.367388, 32.763828, 27.281416], [-23.095620, 32.877595, 27.656108], [-22.137067, 31.354314, 27.934349], [-23.594581, 31.891502, 25.859629], [-30.474617, 27.977301, 26.680806], [-30.797422, 26.651481, 27.110331], [-30.393095, 27.901120, 25.583557], [-31.347473, 28.639997, 26.723965], [-29.605292, 28.329808, 27.225956], [-31.735133, 26.564893, 27.287597], [-28.555543, 28.840914, 20.370109], [-27.200786, 28.500127, 20.154093], [-28.549682, 29.849358, 20.800338], [-29.194940, 28.812892, 19.481594], [-28.983357, 28.165883, 21.111143], [-26.776165, 29.167337, 19.578862], [-26.916265, 25.849717, 22.760530], [-27.222337, 25.774627, 21.402665], [-25.835774, 26.035787, 22.867425], [-27.387963, 26.648872, 23.341123], [-27.074086, 24.912328, 23.289690], [-27.218944, 26.609463, 20.923370], [-24.824893, 30.708588, 19.034448], [-26.257237, 30.758596, 18.965103], [-24.528087, 30.356357, 20.024933], [-24.495528, 29.923224, 18.353506], [-24.380688, 31.657429, 18.746524], [-26.563319, 31.618308, 19.264737], [-26.840818, 26.078902, 26.373294], [-27.478491, 25.396630, 27.446978], [-26.298593, 25.343098, 25.781418], [-27.578617, 26.449758, 25.646212], [-26.339024, 26.974921, 26.733479], [-28.430302, 25.496838, 27.378015], [-33.136616, 31.486041, 20.936771], [-31.761172, 31.214065, 20.764806], [-33.295113, 31.615433, 22.009810], [-33.563105, 32.364040, 20.429254], [-33.800609, 30.669528, 20.636821], [-31.594539, 31.068126, 19.825393], [-29.024530, 30.516828, 29.272886], [-29.640892, 31.442787, 28.396643], [-29.117685, 30.827649, 30.315113], [-29.487201, 29.530655, 29.210319], [-27.942933, 30.512570, 29.111032], [-29.411371, 31.247718, 27.473603]],
  "forces_ev_per_a": [[-0.1, 0.1, -0.7], [0.2, -0.2, 0.1], [0.0, 0.1, 0.1], [0.0, -0.1, 0.3], [0.0, -0.2, -0.1], [1.9, -2.0, -1.5], [0.9, -0.1, 1.4], [0.2, 0.5, -0.8], [-1.0, 1.8, -0.1], [-0.3, 0.1, -1.6], [0.2, -0.2, 0.7], [-0.2, 0.3, 0.7], [0.4, -0.2, 0.3], [-0.2, -1.2, -0.4], [0.5, 0.8, -1.0], [-0.1, -0.2, 0.7], [-0.4, 0.4, 0.1], [-0.1, -0.3, 0.4], [0.0, 0.1, 0.1], [0.0, 0.2, 0.3], [-0.2, -0.2, -0.2], [0.8, 2.1, 2.2], [-0.1, -0.2, -0.4], [-1.9, -0.5, 0.7], [-0.9, -0.3, 0.3], [0.2, 0.0, -0.1], [0.3, -0.1, -0.3], [0.0, -0.1, 0.1], [0.6, 0.4, 0.4], [0.6, 0.3, -0.8], [-0.1, -0.2, 0.1], [-0.1, -0.2, 0.0], [-0.4, -0.2, 0.4], [-0.2, 0.0, -0.2], [-0.4, -0.1, 0.1], [-0.2, -1.1, -0.8], [-0.6, -0.7, 0.8], [0.2, -0.2, -0.3], [-0.1, 0.5, -0.1], [0.4, -0.4, -0.3], [0.1, 0.4, 0.2], [-0.1, 0.3, -0.2], [-0.6, 0.5, -0.3], [0.9, 0.6, -0.2], [0.1, -0.3, -0.2], [-0.2, -0.2, 0.0], [0.1, -0.1, 0.2], [-0.2, -0.4, 0.5], [0.2, 0.3, -0.4], [0.1, 0.0, 0.1], [-0.1, 0.1, -0.1], [0.1, -0.1, 0.4], [-0.4, -0.1, 0.0], [-0.1, -0.2, -0.1], [-1.5, -0.8, -1.3], [0.4, 0.1, 0.4], [1.0, 0.2, 0.2], [0.3, 0.2, 0.8], [0.0, 0.2, -0.2], [0.0, 0.1, 0.0], [0.4, 0.8, 0.2], [0.0, -0.8, -0.2], [-0.5, 0.0, -0.1], [0.2, -0.1, -0.1], [0.1, -0.1, 0.0], [-0.5, 0.0, 0.3], [1.6, 0.7, 0.4], [-0.9, -0.9, -0.3], [0.0, 0.0, 0.2], [-0.5, 0.0, -0.3], [-0.4, -0.2, -0.4], [0.4, 0.4, 0.4], [-0.2, -0.6, 0.1], [0.1, 0.1, -0.4], [0.2, 0.5, 0.1], [-0.1, 0.2, -0.2], [0.1, 0.0, 0.2], [0.1, 0.0, 0.2], [-1.5, -0.1, -0.5], [0.1, 0.1, 0.1], [0.8, 0.3, 0.3], [-0.2, 0.0, 0.2], [0.7, -0.3, 0.0], [-0.1, 0.0, 0.0], [-1.1, -0.2, 0.6], [0.0, 0.7, -0.5], [0.0, 0.0, 0.0], [0.6, 0.2, -0.2], [0.3, -0.2, 0.0], [0.1, -0.2, 0.1], [0.4, 0.1, 0.3], [-0.3, 0.4, -0.1], [-0.4, 0.3, -0.2], [0.3, -0.1, -0.2], [-0.1, -0.5, -0.2], [0.2, 0.0, 0.1]]
}

{
  "formula": "C4H11N2",
  "method": "ωB97M-V with the def2-TZVPD basis set",
  "homo_ev": [-10.046, -15.802],
  "homo_lumo_gap_ev": [6.95, 7.36],
  "total_energy_ha": -268.06677,
  "de_lowest_kcal_mol": 39.3,
  "total_charge": 1,
  "multiplicity": 3,
  "elements": ["C", "C", "C", "C", "N", "N", "H", "H", "H", "H", "H", "H", "H", "H", "H", "H", "H"],
  "coordinates": [[-0.993061, 0.050723, -1.144799], [0.538568, 0.280317, -1.035582], [-1.434883, -1.201339, -0.295489], [0.758067, 1.203551, 1.410518], [-0.585336, -1.579480, 0.576466], [1.127686, 0.175597, 0.350941], [-1.517349, 0.892089, -0.684922], [-1.376394, 0.031858, -2.204248], [1.013039, -0.487260, -1.601125], [0.748920, 1.264581, -1.493158], [-2.428118, -1.656131, -0.473971], [1.634590, 1.245241, 2.075670], [0.673309, 2.217788, 1.013148], [-0.181380, 0.906441, 1.794104], [0.392927, -1.099761, 0.356065], [-0.465168, -2.505439, 0.960709], [2.094583, 0.261222, 0.395674]],
  "forces_ev_per_a": [[-0.9, -0.2, 0.9], [-0.9, -0.1, 0.1], [-3.1, 2.0, -4.8], [1.0, -0.7, -0.8], [4.0, -1.1, 3.5], [-2.7, 3.8, -1.0], [0.1, 0.3, -0.1], [0.8, -0.2, 1.0], [0.7, -0.5, -0.5], [0.2, -0.2, 0.5], [0.8, 0.3, 0.2], [-0.9, -0.3, 0.3], [-0.1, -0.2, -0.6], [-0.8, -0.2, 1.0], [-1.0, -1.5, 1.2], [0.0, -0.2, -0.1], [2.6, -1.3, -0.7]]
}